Entry 1
Formula: C5H13N2
Source: the OMol25 dataset
Level of theory: ωB97M-V/def2-TZVPD

```
20
Properties=species:S:1:pos:R:3
N 0.58 1.76 -0.28
N -1.36 -0.43 -0.96
C -0.93 -2.58 0.25
C 0.67 2.95 0.11
C 1.32 0.64 0.41
C -0.30 -1.29 -0.33
C 0.40 -0.54 0.86
H 2.23 0.43 -0.14
H -1.32 -3.21 -0.55
H 1.23 -1.10 1.35
H 0.27 3.72 -0.61
H 1.10 3.17 1.12
H -0.08 -3.17 0.63
H -2.24 -0.34 -0.43
H -0.84 0.48 -0.98
H 0.49 -1.47 -1.09
H -1.49 -0.79 -1.90
H 1.73 0.97 1.36
H -0.41 -0.17 1.52
H -1.63 -2.41 1.09
```

Properties
E_HOMO (spin up / spin down) (eV): -20.12 / -20.07
Charge: +2
2S+1: 2
Frontier orbital gap (spin up / spin down) (eV): 10.90 / 6.75

=====

Entry 2
Formula: C5H13N2
Source: the OMol25 dataset
Level of theory: ωB97M-V/def2-TZVPD

```
20
Properties=species:S:1:pos:R:3
N -0.87 -1.52 1.58
N -0.47 1.79 -0.61
C -0.26 0.89 0.59
C 1.09 -0.60 -0.76
C -1.95 -0.88 1.00
C 1.37 0.35 -1.85
C 1.10 0.18 0.49
H -0.68 1.35 1.52
H 0.79 1.29 -1.59
H -1.09 -0.09 0.32
H 1.93 0.85 0.55
H 0.98 -0.32 1.40
H -2.52 -1.30 0.15
H 0.05 -0.98 -0.77
H 1.74 -1.52 -0.66
H -1.01 -2.46 1.92
H -2.43 -0.20 1.69
H 2.43 0.70 -1.74
H -1.24 2.36 -0.33
H 1.04 0.11 -2.88
```

Properties
E_HOMO (spin up / spin down) (eV): -19.37 / -19.30
Charge: +2
2S+1: 2
Frontier orbital gap (spin up / spin down) (eV): 5.28 / 4.89

=====

Stability summary - winner: entry 1; margin: 0.3344 hartree.

=====

Entry 1
Formula: C2H2Cl6
Source: the OMol25 dataset
Level of theory: ωB97M-V/def2-TZVPD

```
10
Properties=species:S:1:pos:R:3
Cl 15.39 -0.08 -0.43
Cl 18.26 0.63 2.50
Cl 13.83 -2.13 -1.76
Cl 16.50 -1.51 -2.70
Cl 18.60 -1.46 0.50
Cl 20.90 -0.45 1.95
C 19.18 -0.81 2.03
C 15.43 -1.60 -1.28
H 15.86 -2.35 -0.62
H 19.01 -1.56 2.80
```

Properties
E_HOMO (eV): -11.11
Charge: 0
2S+1: 1
Frontier orbital gap (eV): 11.75

=====

Entry 2
Formula: C2H2Cl6
Source: the OMol25 dataset
Level of theory: ωB97M-V/def2-TZVPD

```
10
Properties=species:S:1:pos:R:3
Cl -2.40 -1.66 1.28
Cl 0.47 3.80 0.17
Cl -1.04 -3.96 0.03
Cl 0.40 2.23 -2.24
Cl -0.10 -1.20 -0.49
Cl 2.53 1.88 -0.36
C -0.88 -2.31 0.64
C 0.77 2.23 -0.56
H 0.40 1.43 0.08
H -0.15 -2.43 1.45
```

Properties
E_HOMO (eV): -11.03
Charge: 0
2S+1: 1
Frontier orbital gap (eV): 11.55

=====

Stability summary - winner: entry 1; margin: 0.0091 hartree.

=====

Entry 1
Formula: C5H14O2
Source: the OMol25 dataset
Level of theory: ωB97M-V/def2-TZVPD

```
21
Properties=species:S:1:pos:R:3
O 3.15 -1.35 0.95
O 1.86 3.08 -0.58
C -0.68 -0.60 0.27
C -1.75 -0.51 1.25
C 0.36 -1.42 0.51
C -1.83 0.70 -1.59
C -0.53 0.23 -0.89
H 3.35 -0.87 1.76
H -2.13 0.46 1.22
H 1.43 2.34 -0.63
H 0.16 -2.13 1.38
H -2.64 0.04 -1.22
H 1.15 -1.63 -0.22
H -1.45 -0.92 2.38
H -0.05 1.30 -0.48
H 0.06 -0.29 -1.67
H -2.49 -1.37 1.04
H 2.97 -2.17 1.40
H -1.60 0.46 -2.68
H 2.75 2.84 -0.82
H -2.10 1.81 -1.39
```

Properties
E_HOMO (eV): -8.70
Charge: 0
2S+1: 1
Frontier orbital gap (eV): 9.37

=====

Entry 2
Formula: C5H14O2
Source: the OMol25 dataset
Level of theory: ωB97M-V/def2-TZVPD

```
21
Properties=species:S:1:pos:R:3
O 0.23 0.22 3.04
O 1.43 0.30 -5.21
C 0.87 0.66 0.09
C -0.62 0.50 0.39
C -1.46 0.54 -0.92
C 0.19 -1.00 2.32
C -0.84 -0.79 1.21
H -1.15 -0.36 -1.44
H 2.23 -0.20 -5.21
H -2.53 0.48 -0.67
H 1.37 -0.28 -0.13
H 0.48 0.14 3.97
H -0.81 -1.67 0.52
H 1.35 1.08 0.97
H -0.92 1.30 1.05
H 1.15 -1.37 1.94
H -1.27 1.35 -1.60
H 1.09 1.40 -0.70
H 1.19 0.42 -4.29
H -1.82 -0.85 1.70
H -0.18 -1.86 2.93
```

Properties
E_HOMO (eV): -10.43
Charge: 0
2S+1: 1
Frontier orbital gap (eV): 11.17

=====

Stability summary - winner: entry 2; margin: 0.0905 hartree.

=====

Entry 1
Formula: C5H14O2
Source: the OMol25 dataset
Level of theory: ωB97M-V/def2-TZVPD

```
21
Properties=species:S:1:pos:R:3
O -2.23 1.58 1.63
O 6.28 -0.23 -0.85
C -0.51 -1.96 -0.31
C -1.79 -0.09 -1.16
C -0.26 0.35 0.71
C -1.27 -0.76 0.07
C -0.94 1.67 1.04
H -1.09 0.72 -1.44
H 0.43 -1.60 -0.53
H -1.09 2.20 0.03
H 0.59 0.45 -0.03
H -1.99 -0.75 -2.02
H -2.56 0.65 -0.80
H -2.19 -1.14 0.62
H -0.17 2.44 1.56
H 6.43 -0.92 -0.16
H 0.40 -0.12 1.41
H -0.89 -2.52 -1.19
H -2.85 2.16 1.16
H -0.36 -2.72 0.48
H 6.06 0.58 -0.23
```

Properties
E_HOMO (eV): -10.22
Charge: 0
2S+1: 1
Frontier orbital gap (eV): 10.91

=====

Entry 2
Formula: C5H14O2
Source: the OMol25 dataset
Level of theory: ωB97M-V/def2-TZVPD

```
21
Properties=species:S:1:pos:R:3
O 0.63 3.16 0.32
O -0.99 1.56 0.82
C 0.62 -2.61 -0.44
C 0.13 -1.43 0.32
C -0.92 -0.41 -1.07
C -0.73 2.75 0.20
C 1.14 -0.53 0.92
H 1.45 -0.91 1.90
H 0.83 3.21 1.26
H -0.90 2.70 -0.89
H -0.70 -1.64 0.99
H 1.09 -3.31 0.26
H 0.65 0.43 1.16
H -0.18 -3.14 -0.95
H -1.48 -1.28 -1.42
H -0.08 -0.29 -1.75
H -1.40 3.52 0.62
H 1.37 -2.33 -1.18
H -0.85 0.59 -0.02
H 2.00 -0.35 0.27
H -1.69 0.32 -1.35
```

Properties
E_HOMO (eV): -9.29
Charge: 0
2S+1: 1
Frontier orbital gap (eV): 10.03

=====

Stability summary - winner: entry 1; margin: 0.0627 hartree.